*w*
ORCA calculation (wB97M-V/def2-TZVPD) on 2 unconnected molecules or ions with the total composition C4H8NO3.

Results
lowest unoccupied orbital energy: 3.878 eV
highest occupied orbital energy: -0.1703 Ha
net charge: -1
molecular weight: 118.11 u

```
16
Properties=species:S:1:pos:R:3:lowdin_charge:R:1
C 1.59 -0.55 -1.32 -0.0171
C 1.87 -1.00 0.09 -0.6248
O 2.67 -1.89 0.35 -0.0267
N 1.13 -0.37 1.03 0.1499
H 1.17 -0.56 2.01 0.0965
H 0.59 0.51 0.83 0.0514
H 0.95 0.33 -1.37 0.0600
H 0.99 -1.31 -1.81 0.0779
H 2.51 -0.37 -1.86 0.0734
C -2.20 0.18 0.52 -0.0474
C -1.61 1.53 0.04 -0.7595
O -2.42 2.30 -0.50 -0.0779
O -0.37 1.71 0.17 -0.1202
H -1.81 -0.09 1.50 0.0535
H -1.77 -0.56 -0.15 0.0579
H -3.28 0.14 0.45 0.0532
```


*x*
ORCA calculation (wB97M-V/def2-TZVPD) on 2 unconnected molecules or ions with the total composition C4H8NO3.

Results
lowest unoccupied orbital energy: 4.092 eV
highest occupied orbital energy: -0.1761 Ha
net charge: -1
molecular weight: 118.11 u

```
16
Properties=species:S:1:pos:R:3:lowdin_charge:R:1
C 0.39 -2.38 -2.06 -0.0441
C -0.08 -1.06 -1.34 -0.7638
O -1.11 -1.11 -0.64 -0.0857
O 0.62 -0.04 -1.60 -0.1086
H 0.89 -2.14 -2.99 0.0442
H -0.51 -2.97 -2.24 0.0497
H 1.12 -2.75 -1.34 0.0576
C -0.28 0.61 2.12 -0.0195
C 0.03 1.94 1.52 -0.6249
O 0.38 2.88 2.22 -0.0324
N -0.26 2.04 0.21 0.1588
H -0.06 2.86 -0.36 0.1038
H -0.20 1.22 -0.43 0.0537
H 0.65 0.29 2.62 0.0826
H -0.58 -0.14 1.40 0.0510
H -0.98 0.75 2.94 0.0775
```


Energy ordering: *w* at the bottom, the next structure 2.0 kcal/mol above.


*w*
ORCA calculation (wB97M-V/def2-TZVPD) on a gas-phase ion, C4H8NO3 (charge -1).

Results
lowest unoccupied orbital energy: 4.176 eV
highest occupied orbital energy: -0.1033 Ha
net charge: -1
structure (SMILES): C[C@]1([O-])O[C@@]1(C)NO
molecular weight: 118.11 u

```
16
Properties=species:S:1:pos:R:3:lowdin_charge:R:1
C -1.89 -0.92 -0.20 -0.0400
C -0.43 -1.13 0.19 -0.6201
O 0.27 -2.19 -0.18 -0.1986
O -0.05 -0.44 1.41 -0.0620
C 0.57 0.25 0.27 -0.3947
C -0.11 1.63 -0.06 -0.0643
N 2.05 0.56 0.35 -0.0276
O 2.63 -0.20 -0.75 -0.1607
H -1.99 -0.65 -1.36 0.1205
H -2.31 -1.82 0.16 0.0476
H -2.36 -0.10 0.39 0.0717
H -0.82 1.51 -0.83 0.0144
H -0.46 2.13 0.97 0.1098
H 0.70 2.20 -0.49 0.0442
H 2.31 0.05 1.14 0.0598
H 1.89 -0.87 -1.01 0.0999
```


*x*
ORCA calculation (wB97M-V/def2-TZVPD) on 2 unconnected molecules or ions with the total composition C4H8NO3.

Results
lowest unoccupied orbital energy: 3.766 eV
highest occupied orbital energy: -0.1630 Ha
net charge: -1
molecular weight: 118.11 u

```
16
Properties=species:S:1:pos:R:3:lowdin_charge:R:1
C 0.97 0.70 2.29 -0.0156
C 1.56 -0.68 1.88 -0.5883
O 2.06 -1.38 2.74 0.0009
N 1.62 -0.82 0.52 0.1587
H 0.08 0.43 2.87 0.0761
H 0.84 1.38 1.47 0.0596
H 1.25 -0.05 -0.03 0.0409
H 1.50 -1.73 0.16 0.0956
H 1.68 1.13 2.99 0.0634
C -2.28 0.40 -2.06 -0.0560
C -0.86 -0.23 -2.17 -0.7744
O -0.71 -1.08 -3.08 -0.0983
O 0.04 0.29 -1.46 -0.1152
H -2.41 0.97 -2.98 0.0553
H -2.31 1.04 -1.18 0.0457
H -3.03 -0.38 -1.98 0.0517
```


Energy ordering: *x* at the bottom, the next structure 133.7 kcal/mol above.


*w*
ORCA calculation (wB97M-V/def2-TZVPD) on 17 unconnected molecules or ions with the total composition C3H39O17.

Results
lowest unoccupied orbital energy: 1.769 eV
highest occupied orbital energy: -0.2525 Ha
net charge: -1
molecular weight: 347.33 u

```
59
Properties=species:S:1:pos:R:3:lowdin_charge:R:1
C 1.23 -0.97 -0.76 -0.0346
C -0.24 -0.78 -0.95 -0.4956
C -1.05 -1.33 0.16 -0.0433
O -0.47 0.64 -1.10 -0.3481
H 1.54 -0.56 0.15 0.0371
H 1.73 -0.42 -1.52 0.0689
H 1.62 -1.93 -0.80 0.0724
H -0.54 -1.20 -1.88 0.1174
H -0.91 -2.41 0.37 0.1100
H -2.03 -1.19 -0.11 0.0362
H -1.04 -0.82 1.12 0.0735
O -4.62 -2.47 0.57 -0.0368
H -4.18 -2.97 1.23 0.0021
H -4.00 -2.02 0.00 -0.0036
O -0.71 3.85 -1.21 -0.0468
H -1.49 3.36 -1.17 -0.0528
H -0.02 3.21 -1.06 -0.0574
O -2.78 1.87 -0.89 -0.1132
H -1.95 1.36 -1.00 -0.0255
H -3.04 1.80 0.08 0.0160
O 4.78 -1.36 1.17 -0.0176
H 4.27 -1.16 0.37 0.0305
H 4.17 -1.63 1.79 -0.0226
O -3.03 1.79 1.82 -0.0191
H -2.12 1.61 1.98 0.0067
H -3.27 2.66 2.13 0.0516
O -2.27 0.29 -3.22 -0.0269
H -2.37 1.20 -3.14 0.0091
H -1.62 0.05 -2.54 -0.0057
O -1.35 -1.11 4.47 -0.0893
H -0.66 -1.39 3.82 -0.0247
H -1.55 -0.18 4.36 0.0234
O 0.54 -1.92 2.81 -0.0144
H 1.48 -1.95 3.06 0.1001
H 0.45 -1.44 2.04 -0.0205
O 4.91 0.67 -2.83 -0.0727
H 4.35 0.72 -2.05 -0.0412
H 4.31 0.87 -3.55 0.0326
O 3.81 1.31 -0.49 -0.0693
H 4.43 2.07 -0.57 0.1149
H 2.96 1.67 -0.76 -0.0016
O -1.13 -4.22 2.87 -0.0640
H -1.94 -3.73 2.75 0.0138
H -0.39 -3.60 2.87 -0.0066
O 2.66 0.91 2.08 -0.0446
H 3.05 0.86 1.21 -0.0079
H 3.30 0.81 2.78 0.0585
O 0.88 1.09 -3.66 -0.0494
H 0.73 2.02 -3.47 0.0378
H 0.48 0.62 -2.94 -0.0265
O 0.04 1.42 1.47 -0.0433
H -0.04 1.12 0.56 -0.0187
H 0.95 1.22 1.64 -0.0391
O 1.42 2.51 -1.09 -0.0820
H 1.47 2.85 -0.17 0.0883
H 0.83 1.72 -1.09 0.0051
O -4.20 -1.62 -2.52 -0.0613
H -3.33 -1.23 -2.68 -0.0073
H -4.06 -2.57 -2.53 0.0280
```


*x*
ORCA calculation (wB97M-V/def2-TZVPD) on 17 unconnected molecules or ions with the total composition C3H39O17.

Results
lowest unoccupied orbital energy: 1.860 eV
highest occupied orbital energy: -0.2035 Ha
net charge: -1
molecular weight: 347.33 u

```
59
Properties=species:S:1:pos:R:3:lowdin_charge:R:1
C 26.05 -2.21 4.25 -0.0357
C 26.37 -2.57 2.75 -0.4220
C 25.82 -3.98 2.31 -0.0661
O 25.57 -1.74 1.92 -0.3740
H 26.15 -1.16 4.28 0.0420
H 26.74 -2.68 4.99 0.0915
H 25.02 -2.49 4.52 0.0468
H 27.38 -2.54 2.47 0.1086
H 24.79 -4.18 2.03 0.0475
H 26.16 -4.84 2.85 0.0511
H 26.25 -4.17 1.29 0.0878
O 23.17 -2.10 2.65 -0.0695
H 24.11 -2.18 2.44 -0.0199
H 22.89 -1.44 2.04 0.0443
O 24.03 -6.44 4.98 -0.0815
H 24.38 -7.12 5.58 0.0608
H 24.53 -5.61 5.20 0.0408
O 25.05 -0.04 6.27 -0.0544
H 24.21 -0.50 6.48 0.0673
H 25.70 -0.69 6.46 0.0048
O 23.83 0.24 1.18 -0.0747
H 24.02 1.08 1.55 0.0032
H 24.63 -0.34 1.40 0.0233
O 22.91 -4.98 0.06 -0.0626
H 23.03 -5.39 -0.83 0.0678
H 21.94 -5.07 0.28 0.0925
O 22.46 -4.23 3.93 -0.0358
H 21.91 -3.82 4.57 0.0211
H 22.81 -3.48 3.46 -0.0365
O 23.64 -6.75 2.31 -0.0537
H 23.36 -5.98 1.80 -0.0043
H 23.45 -6.51 3.19 -0.0405
O 25.52 -2.24 8.06 -0.0283
H 25.30 -2.90 7.44 -0.0435
H 26.17 -2.54 8.67 0.0380
O 26.93 -0.17 0.40 -0.0497
H 26.63 -0.86 0.97 -0.0612
H 26.98 0.59 0.95 -0.0212
O 22.59 -0.26 4.59 -0.0409
H 23.04 -0.93 4.08 -0.0201
H 22.13 -0.85 5.18 0.0144
O 25.78 -6.05 -1.62 -0.0348
H 24.91 -6.38 -1.62 -0.0105
H 26.08 -6.28 -0.75 -0.0389
O 24.79 -2.85 -0.59 -0.0689
H 24.08 -3.39 -0.18 -0.0051
H 25.29 -2.57 0.17 -0.0296
O 24.24 -3.99 6.45 -0.0600
H 24.05 -3.69 5.53 0.0294
H 23.56 -3.68 7.05 0.0693
O 26.23 -7.10 0.87 -0.0338
H 26.88 -6.69 1.39 0.0088
H 25.37 -6.84 1.23 0.0236
O 26.19 1.35 2.65 -0.0068
H 26.04 0.45 2.66 -0.0364
H 26.20 1.61 3.55 -0.0337
O 26.17 2.12 5.25 -0.1048
H 26.14 2.80 5.98 0.0710
H 25.80 1.29 5.67 0.0041
```


Energy ordering: *w* at the bottom, the next structure 20.5 kcal/mol above.


*w*
ORCA calculation (wB97M-V/def2-TZVPD) on 2 unconnected molecules or ions with the total composition C4H13NOS.

Results
lowest unoccupied orbital energy: 0.879 eV
highest occupied orbital energy: -0.3104 Ha
structure (SMILES): CSCCCN.O
molecular weight: 123.22 u

```
20
Properties=species:S:1:pos:R:3:lowdin_charge:R:1
C -0.20 2.09 1.48 -0.4187
S 0.17 2.31 -0.28 0.7808
C -0.52 0.73 -0.93 -0.4863
C 0.55 -0.37 -0.83 -0.2923
C 0.07 -1.69 -1.42 -0.2631
N -0.88 -2.34 -0.49 -0.0148
H -1.29 2.06 1.60 0.0317
H 0.19 1.13 1.83 0.0269
H 0.23 2.89 2.07 0.0293
H -1.45 0.38 -0.49 0.0790
H -0.66 0.93 -1.99 0.0653
H 1.44 -0.02 -1.36 0.1020
H 0.96 -0.53 0.17 0.0869
H 0.94 -2.34 -1.55 0.1046
H -0.55 -1.50 -2.30 0.1084
H -1.22 -3.23 -0.78 0.0607
H -0.95 -2.07 0.48 0.0437
O 0.57 -2.24 2.13 -0.0567
H 0.52 -2.09 1.18 -0.0233
H 1.20 -2.95 2.18 0.0363
```


*x*
ORCA calculation (wB97M-V/def2-TZVPD) on 2 unconnected molecules or ions with the total composition C4H13NOS.

Results
lowest unoccupied orbital energy: 0.857 eV
highest occupied orbital energy: -0.3112 Ha
structure (SMILES): CSCCCN.O
molecular weight: 123.22 u

```
20
Properties=species:S:1:pos:R:3:lowdin_charge:R:1
C 0.13 -0.11 2.61 -0.3983
S 0.78 -1.73 2.02 0.7773
C -0.08 -1.84 0.42 -0.5552
C 0.55 -0.88 -0.62 -0.2402
C -0.52 -0.57 -1.75 -0.2516
N -0.73 0.86 -1.88 -0.0137
H -0.26 -0.28 3.61 0.0191
H -0.63 0.39 2.01 0.0407
H 0.98 0.56 2.62 0.0173
H -1.16 -1.78 0.59 0.0689
H 0.04 -2.88 0.09 0.0681
H 1.39 -1.51 -0.93 0.0979
H 1.00 -0.03 -0.12 0.0771
H -0.10 -1.04 -2.64 0.1075
H -1.43 -1.01 -1.38 0.0925
H -1.66 1.20 -1.71 0.0750
H -0.38 1.20 -2.78 0.0784
O 0.65 3.48 -0.24 -0.0673
H 0.35 2.58 -0.51 0.0021
H 1.09 3.38 0.59 0.0043
```


Energy ordering: *w* at the bottom, the next structure 1.6 kcal/mol above.